Entry 1:
A gas-phase ion, C7H10NO2 (charge +1), computed with ωB97M-V/def2-TZVPD.

The value obtained for the gap between HOMO and LUMO is 8.6 eV. The calculation puts the total energy at -477.5385 Ha. Its charge is +1.

```
20
Properties=species:S:1:pos:R:3:lowdin_charge:R:1
C -0.93746 -1.24771 -3.15270 0.057
C -1.32105 -0.79177 -1.95953 -0.166
C 0.40860 0.70014 -1.18773 0.125
C -0.43300 -0.65727 0.48418 -0.181
C 0.58680 0.81674 1.64164 -0.248
C 0.83476 2.17462 2.38396 0.094
C 0.85591 -1.29176 0.97775 -0.021
N -0.37461 -0.29486 -1.01769 -0.152
O -0.66051 0.57303 1.19096 0.110
O 1.36491 -0.19362 1.65536 0.109
H -1.58601 -1.71622 -3.93236 0.095
H 0.10704 -1.13038 -3.42171 0.071
H -2.44779 -0.95073 -1.69397 0.157
H 0.24534 1.07440 -2.22353 0.071
H -1.45783 -1.08023 0.60834 0.182
H 0.66341 3.04551 1.64401 0.148
H 1.70505 2.08809 3.02705 0.099
H 0.01240 2.46861 3.03669 0.100
H 1.62746 -1.44851 0.20040 0.166
H 0.80658 -2.13808 1.73888 0.185
```


Entry 2:
C5H7N in the gas phase, computed with ωB97M-V/def2-TZVPD.

The SMILES is CC#C[C@H]1CN1. The value obtained for the gap between HOMO and LUMO is 10.0 eV. The calculation puts the total energy at -249.3689 Ha.

```
13
Properties=species:S:1:pos:R:3:lowdin_charge:R:1
C -2.71953 0.29243 -0.07651 -0.109
C -1.30962 0.04690 -0.38013 -0.080
C -0.11472 -0.03367 -0.52716 -0.003
C 1.32780 0.11289 -0.57608 -0.334
C 2.03845 0.01769 0.72736 -0.153
N 2.27772 -0.97079 -0.31270 0.017
H -3.40438 -0.21123 -0.76310 0.073
H -2.90631 1.36975 -0.13862 0.080
H -2.94731 -0.03505 0.94332 0.078
H 1.68219 0.82108 -1.32301 0.133
H 1.42203 -0.26598 1.57931 0.109
H 2.85408 0.69761 0.95219 0.098
H 1.79960 -1.84161 -0.10488 0.093
```


Entry 3:
A molecular structure, C30H39IrN6O5S2, computed with ωB97M-V/def2-TZVPD.

As for the spin multiplicity: 5. Its expectation value of S² is 6.04. The value obtained for the gap between HOMO and LUMO (alpha / beta) is 7.2 / 5.4 eV. The calculation puts the total energy at -2771.7872 Ha.

```
83
Properties=species:S:1:pos:R:3:lowdin_spin:R:1
Ir -1.59121 1.01177 0.72878 1.513
O -0.71746 3.23267 -2.48329 0.007
C -1.37790 3.30374 -1.42021 0.012
O -1.96958 2.25355 -0.80916 0.092
C -1.61722 4.70500 -0.65582 0.002
C -3.05047 5.21309 -0.41171 0.000
C -2.91487 6.69572 0.03079 0.000
C -2.51734 6.61719 1.50361 0.000
C -2.32923 5.08159 1.69360 0.000
O -3.45645 4.55598 0.89049 0.000
C -1.08874 4.75385 0.79020 0.003
C -0.28843 3.48471 1.19924 0.009
O 0.98473 3.59207 1.09581 0.007
O -1.02830 2.58681 1.73590 0.092
H -1.10152 5.37863 -1.29437 0.000
H -3.69065 4.98346 -1.28427 0.000
H -3.83637 7.25621 -0.12422 0.000
H -2.18651 7.30095 -0.54199 0.000
H -3.31304 7.03721 2.16025 0.000
H -1.55026 7.09686 1.62151 0.000
H -2.31096 4.75015 2.78703 0.000
H -0.39063 5.57552 0.94696 0.000
S -2.49983 -0.00695 2.42679 0.476
C -3.01387 -1.38575 1.32313 0.059
N -3.47596 -2.43111 1.94855 0.325
N -3.77746 -3.35420 0.99737 0.219
C -3.34424 -4.67652 1.27125 0.003
C -2.45674 -4.91925 2.28924 0.029
C -1.92036 -6.19565 2.48251 -0.008
C -2.39845 -7.28706 1.66921 0.038
C -3.31387 -6.96583 0.68338 -0.003
C -3.73091 -5.66725 0.39980 0.033
N -2.83627 -1.33678 -0.02009 0.259
N -2.29078 -0.29846 -0.62883 0.346
C -1.89969 -0.55714 -1.94086 0.018
C -1.27321 -1.83411 -2.07288 0.036
C -0.68131 -2.13715 -3.29092 -0.001
C -0.87065 -1.40272 -4.41833 0.029
C -1.55001 -0.21279 -4.31054 -0.003
C -2.02797 0.26367 -3.10630 0.031
H -4.20534 -3.11370 0.12023 0.006
H -2.14692 -4.01148 2.81289 0.002
H -1.23579 -6.46259 3.28292 -0.001
H -1.91385 -8.30048 1.63327 0.002
H -3.83589 -7.67975 0.02242 -0.001
H -4.47946 -5.52113 -0.38825 0.002
H -1.30538 -2.43096 -1.19852 0.002
H -0.08854 -3.09144 -3.30062 0.000
H -0.49611 -1.71730 -5.37288 0.002
H -1.61676 0.39026 -5.19801 -0.001
H -2.52691 1.20078 -3.06185 0.001
C 2.92852 -5.84884 1.27569 0.000
C 3.70038 -4.52882 1.40593 0.000
C 3.47236 -3.33093 0.41789 0.001
C 2.39957 -2.37337 0.95249 0.005
N 2.66552 -1.02498 0.51664 0.020
C 1.88071 0.06349 0.76757 0.051
S 0.33745 -0.21187 1.63084 0.249
N 2.17741 1.30557 0.42885 0.022
C 3.07216 1.60072 -0.63936 0.002
C 3.14588 3.13795 -0.82025 0.000
C 4.51468 3.54884 -1.39679 0.000
C 5.75969 3.31074 -0.52581 0.000
H 2.48036 -5.98354 0.24741 0.000
H 2.15516 -5.89806 2.13024 0.000
H 3.56428 -6.78614 1.53476 0.000
H 4.78901 -4.74110 1.50796 0.000
H 3.31982 -4.05963 2.40001 0.000
H 3.30670 -3.59315 -0.64022 0.000
H 4.46551 -2.85540 0.33638 0.000
H 2.30872 -2.36001 2.06154 0.003
H 1.37667 -2.69408 0.55882 0.001
H 3.64338 -0.80022 0.10288 0.002
H 1.48130 2.02178 0.79839 0.002
H 2.74335 1.14698 -1.57324 0.001
H 4.03960 1.17462 -0.40738 0.001
H 3.02311 3.63767 0.14398 0.000
H 2.44385 3.49053 -1.53235 0.000
H 4.50236 4.61544 -1.67142 0.000
H 4.61118 3.04325 -2.33119 0.000
H 6.16848 4.23966 -0.02678 0.000
H 6.53026 2.85102 -1.15980 0.000
H 5.54745 2.57798 0.29311 0.000
```


Entry 4:
2 unconnected molecules or ions with the total composition C11H15N, computed with ωB97M-V/def2-TZVPD.

The SMILES is Cc1c[nH]c2ccccc12.CC. The value obtained for the gap between HOMO and LUMO is 8.8 eV. The calculation puts the total energy at -482.8415 Ha.

```
27
Properties=species:S:1:pos:R:3:lowdin_charge:R:1
C 1.99300 -2.85874 0.59976 -0.152
C 3.15907 -1.90931 1.01386 -0.152
H 2.44359 -3.61627 -0.06931 0.077
H 1.42956 -3.06411 1.48824 0.050
H 1.30168 -2.27736 0.04792 0.025
H 2.68301 -0.92363 1.30110 0.045
H 3.70284 -1.76107 0.14430 0.030
H 3.80592 -2.29596 1.80266 0.063
C -3.06492 1.29648 -2.16977 -0.060
C -0.60989 0.20067 0.40737 -0.159
C -1.08787 1.18014 -0.53290 -0.149
C -2.33814 0.63797 -1.02994 -0.257
C -2.56104 -0.57673 -0.45009 -0.053
C 1.15267 1.73137 1.00625 -0.105
C 0.55606 0.47381 1.24205 -0.057
C 0.67196 2.65873 0.01308 -0.119
C -0.44699 2.38362 -0.67941 -0.084
N -1.47081 -0.93736 0.39071 0.073
H 2.02959 1.89386 1.84242 0.147
H 0.81328 -0.22964 2.06357 0.105
H 1.30850 3.58938 -0.17476 0.123
H -0.84410 3.19487 -1.30530 0.114
H -1.48749 -1.67712 1.01123 0.105
H -3.31162 -1.40056 -0.53616 0.131
H -4.18316 1.35658 -2.14084 0.074
H -3.03620 0.56999 -3.05794 0.098
H -2.60849 2.36041 -2.22811 0.091
```


For reference, relative energy (zero: lowest compared OMol25 entry of this formula, charge and spin) by record: 99.67, 65.46, 82.80, 46.24 kcal/mol.